[1]
C7H18N4S | wB97M-V/def2-TZVPD

Element x y z (Å)
C1 -2.55987 1.56477 -1.33074
C2 -1.76416 2.38502 -0.36028
C3 -2.73675 0.04454 -1.00793
C4 -0.38101 1.64272 -0.10642
C5 -1.46258 -0.59691 -0.58578
C6 -0.70339 0.28311 0.46085
C7 1.82155 -1.24714 -0.29312
N1 3.09852 -1.06884 0.06211
N2 0.57712 -0.14810 0.83367
N3 3.72196 -2.06430 0.83837
N4 0.93760 -0.40522 2.02370
S1 1.08811 -2.79093 -0.22582
H1 -3.57805 2.04986 -1.33461
H2 -2.24708 1.71002 -2.43870
H3 -1.62238 3.41593 -0.64606
H4 -2.26624 2.73081 0.49766
H5 -3.40262 0.07755 -0.16288
H6 -3.01608 -0.49169 -1.80487
H7 -0.07027 1.53393 -1.19124
H8 0.13580 2.26262 0.60293
H9 -1.77630 -1.64331 -0.26147
H10 -0.80297 -0.68827 -1.36838
H11 -1.36912 0.47660 1.28106
H12 1.49036 -0.53543 -1.05873
H13 3.63852 -0.31916 -0.24478
H14 4.55518 -2.52862 0.35130
H15 4.16219 -1.67349 1.75050
H16 0.38194 -0.22806 2.89549
H17 1.91658 -0.61782 2.28371
H18 2.23345 -3.13021 0.54047

Output
E_tot = -893.91580 hartree
total charge = +2
multiplicity = 1
Kohn-Sham gap = 7.0 eV
LUMO = -0.3727 hartree

---

[2]
C17H27AuBrNO6PS2Se2 | wB97M-V/def2-TZVPD

Element x y z (Å)
Au1 0.74490 -1.32244 -0.17224
O1 -2.61386 0.05638 2.95113
C1 -2.70003 -0.88929 1.90497
C2 -2.13086 -2.24898 2.31677
C3 -3.11754 -2.83272 3.34121
O2 -2.72566 -4.07768 3.91564
C4 -0.76532 -2.15452 2.99437
Se1 0.59104 -0.99923 2.22463
C5 -2.05775 -3.21426 1.12637
Se2 -1.26101 -2.63314 -0.56350
H1 -2.07717 0.78296 2.57730
H2 -2.18428 -0.51070 1.02421
H3 -3.75668 -1.03766 1.63454
H4 -4.10305 -2.92874 2.86726
H5 -3.20999 -2.13243 4.17175
H6 -2.62656 -4.71513 3.20196
H7 -0.35528 -3.15129 3.13823
H8 -0.89201 -1.70028 3.97938
H9 -3.07078 -3.48201 0.80787
H10 -1.54706 -4.13023 1.42641
Br1 -1.16842 5.03986 -4.63358
C6 -1.53357 4.69540 -2.79842
C7 -2.22865 5.63587 -2.05866
N1 -2.51989 5.44905 -0.77442
C8 -2.11914 4.31117 -0.20737
C9 -1.40272 3.31940 -0.86988
C10 -1.10598 3.52215 -2.20745
C11 -0.94703 2.04896 -0.13892
O3 -1.52616 1.82695 0.93883
O4 -0.05802 1.39528 -0.72764
H11 -2.56022 6.56112 -2.51606
H12 -2.37116 4.15889 0.83447
H13 -0.56095 2.76330 -2.75280
C12 5.62112 -1.01685 -4.40494
C13 4.41655 -1.74602 -3.84949
C14 4.55470 -3.25245 -3.85703
O5 4.25029 -1.33556 -2.46615
P1 2.95208 -0.52320 -2.04799
S1 2.95380 -0.24864 -0.08468
S2 1.25613 -1.45795 -2.56293
O6 3.15841 0.78983 -2.90976
C15 2.13317 1.84451 -2.89942
C16 1.85161 2.17456 -4.34804
C17 2.66257 3.01610 -2.10483
H14 5.78349 -1.29722 -5.44716
H15 6.51199 -1.27576 -3.83032
H16 5.46846 0.06018 -4.34880
H17 3.52226 -1.45818 -4.40978
H18 5.42233 -3.54990 -3.26575
H19 4.68452 -3.61401 -4.87854
H20 3.66511 -3.71364 -3.42968
H21 1.24287 1.45078 -2.40739
H22 2.75915 2.53219 -4.84090
H23 1.09367 2.95646 -4.41226
H24 1.48676 1.29390 -4.87790
H25 3.61290 3.35822 -2.52228
H26 2.79865 2.73690 -1.06162
H27 1.94538 3.83753 -2.14590

Output
E_tot = -9820.72516 hartree
total charge = -1
multiplicity = 1
Kohn-Sham gap = 6.7 eV
LUMO = 0.0552 hartree

---

[3]
C3H9BNO2 | wB97M-V/def2-TZVPD

Element x y z (Å)
B1 0.28329 -0.11045 -0.67982
C1 0.30737 -0.61845 1.39157
C2 -0.49988 -1.67454 0.53288
C3 0.47444 0.81153 0.58786
N1 -0.55562 1.66910 0.83704
O1 -0.25479 -1.24460 -0.82351
O2 0.12717 0.57790 -2.83653
H1 -0.21000 -0.29816 2.27517
H2 1.25419 -0.91758 1.44238
H3 -0.24034 -2.72994 0.42741
H4 -1.66093 -1.61526 0.78837
H5 1.38671 1.10802 0.90110
H6 -0.20319 2.58734 0.99787
H7 -1.41921 1.69843 0.27595
H8 0.87180 1.07779 -3.02774
H9 0.33897 -0.32113 -3.09001

Output
E_tot = -349.48232 hartree
relative energy (zero: lowest compared OMol25 entry of this formula, charge and spin) = 84.7 kcal per mole
total charge = +1
multiplicity = 1
Kohn-Sham gap = 9.2 eV
LUMO = -0.1620 hartree

---

[4]
C3H8N2O2 | wB97M-V/def2-TZVPD

Element x y z (Å)
C1 1.40052 -0.12495 0.74597
C2 -0.73664 -0.54571 0.61198
C3 -1.13630 -0.77878 -0.81606
N1 1.67317 0.48582 -0.40321
O1 1.06307 1.61998 -0.70975
N2 -0.39859 1.80070 0.54030
O2 -1.29717 2.27223 0.00639
H1 1.94299 -0.07099 -1.21127
H2 1.27528 0.51428 1.60685
H3 1.85828 -1.09847 0.86586
H4 -0.42377 -1.45553 1.12267
H5 -1.49298 -0.07416 1.23473
H6 -0.30440 -1.18828 -1.39807
H7 -1.95986 -1.49781 -0.89127
H8 -1.46360 0.14168 -1.30513

Output
E_tot = -378.83729 hartree
relative energy (zero: lowest compared OMol25 entry of this formula, charge and spin) = 190.6 kcal per mole
multiplicity = 1
Kohn-Sham gap (spin up / spin down) = 8.4 / 7.3 eV
LUMO (spin up / spin down) = 0.0289 / -0.0066 hartree

---

[5]
C22H26N2O5S | wB97M-V/def2-TZVPD

Element x y z (Å)
C1 3.21000 -1.22383 -2.29036
C2 2.72022 0.02385 -1.82603
C3 1.60980 0.18040 -1.21499
C4 1.11474 1.52646 -0.62278
C5 -0.27913 1.79958 0.09108
C6 -0.38422 3.09878 0.64986
C7 0.58064 4.14143 0.50657
N1 1.64803 3.98497 -0.45963
C8 1.97654 2.77932 -0.89091
C9 3.16650 2.49164 -1.51105
C10 3.74539 1.36350 -2.08262
H1 4.52321 1.30692 -2.64786
H2 3.62233 3.39363 -1.65557
C11 0.31782 5.43201 0.78710
C12 -0.24774 5.37319 2.20477
C13 -1.18717 4.29201 2.66579
C14 -1.70024 3.41689 1.38670
H3 -2.16979 4.12978 0.69594
H4 -2.17673 2.53838 1.37794
H5 -0.77815 3.54981 3.35345
H6 -2.20296 4.78367 2.86427
H7 -0.32959 6.38142 2.74496
H8 0.86251 5.07545 2.83471
H9 1.22310 6.14850 0.81544
H10 -0.61448 5.93452 -0.04225
C15 -0.97263 0.58143 0.31499
O1 -1.68494 0.00063 -0.39829
O2 -0.97499 0.39283 1.54033
C16 -1.96550 -0.53083 2.25498
H11 -2.93279 -0.12154 2.47427
H12 -1.49667 -1.00606 2.91572
C17 -2.48644 -1.61195 1.05443
O3 -3.51999 -1.84224 0.79858
N2 -1.53440 -2.50598 0.79583
C18 -0.09320 -2.41520 1.23143
H13 0.79552 -2.90741 0.32775
H14 0.17049 -1.39566 1.20322
H15 0.25467 -3.05550 2.31643
C19 -1.71649 -3.44347 -0.33772
C20 -1.05723 -2.87937 -1.65048
H16 -1.92777 -3.22025 -2.32905
H17 -0.69443 -1.86140 -1.46681
S1 0.11601 -4.02697 -1.99548
O4 1.20965 -3.74509 -1.19292
O5 0.31058 -4.16464 -3.54701
C21 -0.78204 -5.67928 -1.29827
C22 -1.33195 -4.99224 0.04772
H18 -0.57064 -4.99395 0.79294
H19 -2.05779 -5.48362 0.25295
H20 0.09542 -6.21015 -1.06546
H21 -1.46594 -5.86485 -2.05414
H22 -2.85580 -3.45503 -0.42767
H23 0.90921 -0.69171 -1.10606
H24 2.98916 -1.26494 -3.31318
H25 4.22634 -1.46748 -2.06258
H26 2.79393 -2.06035 -1.81100

Output
E_tot = -1737.30713 hartree
relative energy (zero: lowest compared OMol25 entry of this formula, charge and spin) = 370.0 kcal per mole
multiplicity = 1
Kohn-Sham gap = 7.9 eV
LUMO = -0.0119 hartree

---

[6]
C4H6N4 | wB97M-V/def2-TZVPD

Element x y z (Å)
H1 1.06036 3.36213 2.03199
N1 1.27158 2.66836 1.29241
N2 0.15525 2.03735 1.26088
C1 0.17797 0.86482 0.47823
C2 -0.91759 0.05610 0.40847
C3 -0.56515 -1.04618 -0.40547
N3 -1.27536 -2.24212 -0.64631
C4 0.70524 -0.81075 -0.89361
N4 1.17758 0.35059 -0.35504
H2 -1.84859 0.30516 0.85549
H3 -1.03293 -2.77906 -1.48442
H4 -2.31387 -2.17411 -0.53620
H5 1.32741 -1.37883 -1.57532
H6 2.07808 0.78654 -0.43109

Output
E_tot = -374.98841 hartree
relative energy (zero: lowest compared OMol25 entry of this formula, charge and spin) = 45.8 kcal per mole
multiplicity = 1
SMILES = [H]/N=N/c1cc(N)c[nH]1
Kohn-Sham gap = 7.9 eV
LUMO = 0.0112 hartree

---

[7]
C2H12N2O3 | wB97M-V/def2-TZVPD

Element x y z (Å)
H1 1.16542 -1.20407 -1.60350
N1 0.98159 -1.12999 -0.60771
C1 2.04533 -0.75065 -0.02986
N2 2.10492 -0.23397 1.23192
C2 1.02839 0.48790 1.83780
H2 3.05848 -0.92173 -0.42721
H3 3.00702 -0.34100 1.65468
H4 0.96616 0.27408 2.91117
H5 1.15510 1.56231 1.71211
H6 0.05226 0.22724 1.46749
O1 -1.74287 1.63644 -0.74260
H7 -0.94631 1.99531 -0.33975
H8 -2.41096 2.33549 -0.79420
O2 -2.55982 -1.90823 1.36116
H9 -2.08633 -2.22034 0.58117
H10 -2.24032 -1.00105 1.47752
O3 -0.85959 0.37010 -3.46829
H11 -1.44845 1.12021 -3.31482
H12 -1.26999 -0.29806 -2.90708

Output
E_tot = -418.60009 hartree
relative energy (zero: lowest compared OMol25 entry of this formula, charge and spin) = 24.4 kcal per mole
multiplicity = 1
SMILES = [H]/N=C/NC.O.O.O
Kohn-Sham gap = 9.4 eV
LUMO = 0.0169 hartree

---

[8]
C2H5NO | wB97M-V/def2-TZVPD

Element x y z (Å)
C1 0.10537 -1.36107 0.03183
N1 0.44492 -0.12765 0.06149
C2 -0.48990 1.03915 -0.03627
O1 1.71886 0.28800 -0.01444
H1 0.92289 -2.02188 -0.20745
H2 -0.85381 -1.76886 0.00509
H3 -1.49329 0.86946 -0.33605
H4 0.26671 1.67668 -0.47186
H5 -0.62173 1.40616 0.96766

Output
E_tot = -209.08306 hartree
relative energy (zero: lowest compared OMol25 entry of this formula, charge and spin) = 87.4 kcal per mole
multiplicity = 1
SMILES = C=[N+](C)[O-]
Kohn-Sham gap (spin up / spin down) = 9.8 / 9.8 eV
LUMO (spin up / spin down) = 0.0301 / 0.0301 hartree

---

[9]
C5H9N3 | wB97M-V/def2-TZVPD

Element x y z (Å)
C1 -1.29403 -0.81076 -1.11147
C2 -0.21664 -0.47517 -0.10412
C3 -0.82328 -0.18255 1.30413
C4 1.73645 -0.80139 -0.23218
C5 0.34504 0.94720 -0.14591
H1 -2.09579 -0.25072 -0.57171
H2 -1.22767 -0.09143 -2.34375
H3 -1.27876 -2.00259 -1.00300
H4 -0.24535 0.35866 2.14015
H5 -1.71885 0.50396 1.27998
H6 -1.14588 -1.10548 2.07009
H7 2.76776 -1.19730 -0.28115
H8 2.65887 1.35312 -0.30084
H9 0.29978 2.76531 -0.25632
N1 0.82217 -1.56195 -0.02585
N2 1.82963 0.64868 -0.00655
N3 -0.41346 1.90240 -0.41151

Output
E_tot = -360.00121 hartree
relative energy (zero: lowest compared OMol25 entry of this formula, charge and spin) = 123.0 kcal per mole
multiplicity = 1
Kohn-Sham gap = 10.4 eV
LUMO = 0.0257 hartree

---

[10]
CH13O5S | wB97M-V/def2-TZVPD

Element x y z (Å)
C1 -1.59408 1.55694 1.71261
S1 -1.47613 -0.12411 0.94241
H1 -1.49251 2.44683 1.04912
H2 -0.82779 1.65533 2.56844
H3 -2.59484 1.74987 2.20607
H4 0.97255 -0.23354 1.57870
H5 1.19213 1.08194 2.28144
O1 1.73732 0.15318 1.90249
H6 4.27593 -1.86554 -0.13822
H7 3.52995 -0.54793 -0.62040
O2 4.40796 -0.99930 -0.51044
H8 -3.19955 -0.89574 -2.57576
H9 -3.17201 -0.72896 -1.01058
O3 -3.76658 -1.16362 -1.78429
H10 2.04488 0.56945 0.16961
H11 1.36084 0.60286 -1.29222
O4 2.14534 0.82384 -0.81049
H12 -0.92101 -0.01953 -1.22058
H13 -0.57291 -1.02289 -2.16169
O5 -0.45066 -0.08260 -2.07077

Output
E_tot = -820.31800 hartree
relative energy (zero: lowest compared OMol25 entry of this formula, charge and spin) = 32.9 kcal per mole
total charge = -1
multiplicity = 1
Kohn-Sham gap = 7.6 eV
LUMO = 0.1290 hartree

---

[11]
C26H67F8N7O20P2S4V2 | wB97M-V/def2-TZVPD

Element x y z (Å)
V1 2.52595 0.74511 2.26907
V2 1.30689 -3.88786 -0.47609
N1 1.25063 0.45965 4.06773
S1 1.10129 1.70265 5.14395
O1 1.32466 1.41147 6.50452
O2 -0.04964 2.48066 4.86111
F1 2.38355 2.63516 4.72519
S2 0.05325 -0.60325 4.33441
O3 -0.47027 -0.52495 5.64899
O4 0.25663 -1.82425 3.60310
F2 -1.17114 0.07882 3.40668
N2 -0.25366 -4.46040 -2.11698
S3 -0.85183 -3.21814 -2.98192
O5 -1.99909 -3.58061 -3.70628
O6 0.00881 -2.29547 -3.61871
F3 -1.42908 -2.39616 -1.77228
S4 -0.47626 -5.95293 -2.81197
O7 0.38994 -6.89105 -2.12773
O8 -0.70627 -6.08293 -4.21025
F4 -1.86230 -6.35580 -2.07278
O9 0.91281 -1.73331 -0.99340
P1 1.16653 -0.23898 -0.82519
O10 1.39315 0.35360 0.49676
F5 0.25104 0.61826 -1.66888
F6 2.56026 0.08312 -1.52734
O11 2.43852 -3.55477 1.32428
P2 3.18620 -2.73805 2.29515
O12 3.06541 -1.32318 2.45793
F7 4.67822 -3.10244 1.97058
F8 3.07013 -3.43259 3.66147
C1 -2.25549 1.01934 0.24970
O13 -3.44798 0.35368 0.51853
C2 -4.15758 0.69005 1.70327
C3 -5.53517 0.19789 1.49325
N3 -6.43420 0.29895 2.60443
C4 -7.86078 0.10647 2.37860
C5 -8.51042 1.44266 2.14541
O14 -9.81669 1.04573 1.73567
C6 -10.68222 2.07430 1.42790
H1 -1.86303 0.66552 -0.62733
H2 -1.46308 0.71010 0.91722
H3 -2.40990 2.08392 0.40560
H4 -4.13521 1.77753 1.93139
H5 -3.64771 0.20131 2.47924
H6 -5.58032 -0.85159 1.08590
H7 -5.90526 0.76139 0.65646
H8 -6.12492 -0.32769 3.35229
H9 -8.35593 -0.42760 3.23980
H10 -8.00653 -0.57046 1.43969
H11 -8.07544 2.06733 1.37194
H12 -8.35660 1.97540 3.08614
H13 -11.22631 2.50150 2.26437
H14 -11.52062 1.67880 0.82832
H15 -10.20615 2.95040 0.96178
C7 4.39712 0.49041 4.88829
O15 4.37899 0.96326 3.54325
C8 5.53736 0.60823 2.75540
C9 5.36074 1.40428 1.49418
N4 4.08839 1.27784 0.79380
C10 3.72583 2.56619 0.12019
C11 3.05357 3.49811 1.08075
O16 2.15041 2.86136 1.95717
C12 0.88539 3.46174 2.10319
H16 5.26421 0.88118 5.41418
H17 4.41934 -0.57968 4.86699
H18 3.53189 0.88075 5.38411
H19 5.54554 -0.51873 2.68790
H20 6.44530 0.82783 3.35998
H21 6.25652 1.05566 0.85984
H22 5.45416 2.52088 1.70301
H23 4.14949 0.52508 0.10408
H24 3.03135 2.32540 -0.73388
H25 4.60921 3.06148 -0.35330
H26 2.43412 4.24568 0.54954
H27 3.79659 4.06499 1.70626
H28 0.99759 4.36878 2.73769
H29 0.20001 2.74245 2.62182
H30 0.53266 3.71709 1.10799
C13 -1.37118 -3.92883 1.27634
O17 -0.13027 -4.57082 0.99585
C14 -0.11343 -5.99117 1.10748
C15 1.29076 -6.57313 0.92522
N5 1.95958 -6.00105 -0.25294
C16 3.44045 -5.87796 -0.26010
C17 3.75988 -5.36168 -1.60758
O18 3.20743 -3.96588 -1.56564
C18 3.25200 -3.42024 -2.94648
H31 -1.07173 -2.98223 1.81376
H32 -2.01931 -4.54108 1.91448
H33 -1.82992 -3.64516 0.29269
H34 -0.86154 -6.36279 0.39111
H35 -0.41254 -6.35059 2.09298
H36 1.22056 -7.62106 0.81366
H37 1.99101 -6.28670 1.77041
H38 1.74152 -6.49800 -1.08060
H39 3.80284 -6.92296 -0.12519
H40 3.73676 -5.31148 0.61469
H41 3.28895 -5.89960 -2.43839
H42 4.83466 -5.16923 -1.83772
H43 2.52643 -4.01884 -3.55907
H44 4.21904 -3.54851 -3.36440
H45 2.95947 -2.36184 -2.93331
C19 4.87041 7.08848 -3.40267
C20 4.20869 5.87047 -2.76451
C21 2.64736 5.79086 -2.71596
O19 2.46420 4.64539 -1.92443
C22 1.13683 4.09738 -1.97973
N6 4.79595 4.69565 -3.31909
H46 5.93533 7.02249 -3.31823
H47 4.49575 7.99048 -2.93666
H48 4.67364 7.10633 -4.46434
H49 4.56148 5.92924 -1.69992
H50 2.25707 5.61715 -3.75023
H51 2.18181 6.64479 -2.23578
H52 1.10150 3.33120 -1.23558
H53 1.07818 3.76230 -3.01250
H54 0.35199 4.90390 -1.86150
H55 4.28650 3.86222 -3.01207
H56 4.84891 4.70563 -4.34428
C23 -3.25370 -0.53651 -5.01432
C24 -3.14864 -0.14287 -3.53731
C25 -3.52641 1.26521 -3.13719
O20 -2.41221 2.15300 -3.46175
C26 -2.37883 3.38463 -2.74711
N7 -4.16657 -1.04437 -2.88902
H57 -2.91472 -1.55529 -5.04063
H58 -2.63711 0.03832 -5.66244
H59 -4.24361 -0.26072 -5.42999
H60 -2.21354 -0.23555 -3.03955
H61 -3.57682 1.28557 -2.03602
H62 -4.43662 1.59278 -3.62744
H63 -1.53200 4.10667 -3.16061
H64 -2.26649 3.23183 -1.63947
H65 -3.34011 3.85352 -2.86869
H66 -3.94724 -1.98053 -3.18117
H67 -4.04500 -1.05539 -1.85009

Output
⟨S²⟩ = 12.0078
E_tot = -7881.65051 hartree
relative energy (zero: lowest compared OMol25 entry of this formula, charge and spin) = 0.0 kcal per mole
multiplicity = 7
Kohn-Sham gap (spin up / spin down) = 8.2 / 8.4 eV
LUMO (spin up / spin down) = -0.0023 / -0.0025 hartree

---

[12]
C3H2O3 | wB97M-V/def2-TZVPD

Element x y z (Å)
O1 -2.47239 -0.05344 -0.03812
C1 -1.27218 -0.04645 0.02147
O2 -0.43133 -1.09572 0.08402
C2 0.85956 -0.62084 0.02493
C3 0.73629 0.67805 -0.05564
O3 -0.54443 1.09538 0.11349
H1 1.60458 -1.36342 -0.09180
H2 1.51991 1.40643 -0.05836

Output
E_tot = -341.21620 hartree
relative energy (zero: lowest compared OMol25 entry of this formula, charge and spin) = 12.9 kcal per mole
multiplicity = 1
SMILES = O=c1occo1
Kohn-Sham gap = 10.6 eV
LUMO = 0.0280 hartree